{"formula": "C13H23N2O3PSn", "method": "wB97M-V/def2-TZVPD", "elements": ["C", "C", "C", "C", "C", "C", "C", "C", "N", "Sn", "C", "P", "H", "H", "H", "H", "H", "H", "H", "H", "C", "C", "H", "C", "C", "H", "H", "H", "H", "H", "H", "H", "H", "H", "H", "H", "H", "H", "H", "O", "N", "O", "O"], "coordinates": [[0.903, -3.159, 1.502], [1.771, -2.089, 1.687], [1.298, -0.763, 1.626], [-0.081, -0.538, 1.545], [-0.909, -1.598, 1.142], [-0.426, -2.918, 1.167], [2.355, 0.314, 1.678], [2.900, 0.812, 0.318], [2.016, 0.815, -0.819], [-1.161, 1.340, 2.335], [-2.328, -1.377, 0.644], [-2.419, -0.328, -0.826], [2.830, -2.267, 1.882], [-1.101, -3.744, 0.908], [1.273, -4.177, 1.569], [-2.977, -0.901, 1.392], [-2.803, -2.314, 0.310], [2.017, 1.172, 2.271], [3.235, -0.107, 2.190], [3.232, 1.855, 0.448], [-4.135, 0.065, -1.152], [-1.671, -1.193, -2.202], [3.781, 0.192, 0.060], [1.904, -0.368, -1.631], [1.897, 2.056, -1.536], [-2.230, 1.561, 0.876], [2.818, -0.554, -2.227], [1.709, -1.242, -0.992], [1.067, -0.237, -2.333], [2.785, 2.265, -2.156], [1.021, 2.017, -2.194], [1.786, 2.870, -0.805], [-2.406, -1.910, -2.601], [-1.399, -0.475, -2.988], [-0.770, -1.738, -1.884], [-4.675, -0.873, -1.345], [-4.563, 0.582, -0.282], [-4.194, 0.725, -2.029], [-1.725, 0.886, -0.510], [0.513, 4.906, 1.134], [-0.176, 3.898, 1.206], [-1.324, 3.731, 0.740], [0.363, 2.809, 1.882]], "forces_ev_per_a": [[0.027, -0.047, -0.054], [-0.367, 0.175, -0.204], [0.530, -0.866, 0.450], [-0.506, 1.256, -1.049], [0.490, -0.820, 0.177], [-0.215, 0.203, -0.370], [-0.068, 0.148, 0.544], [0.400, -0.086, -0.535], [-1.339, 0.082, 0.343], [-0.131, -0.307, 0.257], [-0.260, 0.139, 0.166], [1.149, 0.653, 0.591], [-0.255, -0.008, -0.117], [0.321, 0.241, 0.131], [-0.058, 0.074, 0.000], [0.026, -0.147, -0.074], [0.119, 0.088, 0.356], [-0.054, -0.157, -0.210], [-0.266, 0.195, 0.075], [0.116, -0.478, 0.100], [-0.167, 0.073, -0.207], [-0.216, -0.410, -0.567], [0.013, 0.237, 0.156], [0.271, 0.036, 0.281], [0.245, 0.114, 0.212], [0.069, -0.276, 0.557], [-0.084, -0.122, -0.001], [0.057, 0.152, -0.261], [0.203, -0.108, 0.140], [-0.046, 0.120, -0.097], [0.083, 0.158, 0.106], [-0.095, -0.127, -0.382], [0.322, 0.154, 0.003], [-0.108, -0.244, 0.212], [-0.298, 0.270, 0.057], [0.044, 0.329, 0.040], [0.188, -0.169, -0.246], [-0.075, -0.231, 0.230], [-0.307, -0.712, -0.455], [-1.020, -1.343, -0.040], [0.165, -1.068, 0.463], [1.938, 0.924, 0.645], [-0.841, 1.904, -1.423]], "nbo_charge": [-0.23, -0.21, -0.03, -0.37, -0.10, -0.23, -0.44, -0.19, -0.47, 0.84, -0.74, 1.31, 0.21, 0.20, 0.21, 0.26, 0.25, 0.24, 0.20, 0.21, -0.97, -0.99, 0.16, -0.40, -0.39, -0.38, 0.16, 0.21, 0.18, 0.16, 0.18, 0.21, 0.25, 0.27, 0.29, 0.25, 0.28, 0.27, 0.10, -0.38, 0.71, -0.46, -0.65], "de_lowest_kj_mol": 0.0, "total_charge": 0}

=====

{"formula": "C8H16NO2", "method": "wB97M-V/def2-TZVPD", "elements": ["C", "C", "C", "C", "C", "C", "C", "C", "N", "O", "O", "H", "H", "H", "H", "H", "H", "H", "H", "H", "H", "H", "H", "H", "H", "H", "H"], "coordinates": [[2.396, 1.328, 0.845], [1.693, 0.366, 0.225], [-2.069, 0.337, -0.174], [-1.634, 1.757, -0.260], [0.275, 0.603, -0.074], [2.270, -0.889, -0.267], [-0.786, -1.662, -0.766], [-0.850, -0.786, 1.574], [-0.811, -0.417, 0.120], [-0.212, 1.793, 0.124], [0.138, 0.532, -2.162], [3.462, 1.386, 0.832], [1.967, 2.139, 1.450], [-2.798, 0.027, 0.527], [-2.484, -0.193, -1.103], [-1.638, 2.224, -1.211], [-2.102, 2.343, 0.456], [2.285, -1.586, 0.539], [1.792, -1.223, -1.130], [3.353, -0.867, -0.465], [-0.121, -2.385, -0.484], [-1.718, -2.119, -0.624], [-0.632, -1.194, -1.698], [-0.067, -1.452, 1.887], [-0.678, 0.016, 2.235], [-1.782, -1.243, 1.965], [0.753, 1.165, -2.362]], "forces_ev_per_a": [[-0.981, 0.498, 0.402], [0.236, 1.196, 0.228], [-0.332, -2.169, -2.946], [1.162, 0.354, 0.077], [0.183, 0.294, -2.933], [2.007, 0.108, 0.517], [-0.850, 2.261, 0.526], [-0.113, -1.220, 1.157], [0.055, -1.092, 1.392], [-0.804, -0.850, 0.439], [-2.395, -2.787, 3.842], [0.606, -0.671, 0.108], [-0.253, -0.237, -0.807], [-0.550, 0.480, 1.245], [0.748, 1.703, 0.734], [-0.420, 0.045, -1.016], [-1.014, 1.262, 1.197], [-0.610, -1.024, 0.540], [-0.765, -0.826, -1.346], [-0.322, 0.672, -0.196], [2.353, -1.241, 0.805], [-1.607, -0.375, -0.086], [0.206, -0.316, -1.483], [0.591, -0.619, -0.660], [0.025, 1.721, 0.216], [0.238, 0.196, -1.159], [2.605, 2.638, -0.794]], "nbo_charge": [-0.24, -0.15, -0.24, -0.09, 0.79, -0.66, -0.39, -0.44, -0.27, -0.44, -0.93, 0.22, 0.22, 0.24, 0.26, 0.25, 0.22, 0.23, 0.24, 0.26, 0.23, 0.21, 0.29, 0.24, 0.24, 0.25, 0.45], "de_lowest_kj_mol": 360.2, "total_charge": 1}

=====

{"formula": "C14H9N3O5S", "method": "wB97M-V/def2-TZVPD", "elements": ["O", "O", "O", "O", "O", "C", "C", "C", "C", "C", "C", "C", "C", "C", "C", "C", "C", "C", "C", "N", "N", "N", "S", "H", "H", "H", "H", "H", "H", "H", "H", "H"], "coordinates": [[-3.320, 1.261, -0.332], [1.683, 0.548, -1.912], [0.842, -2.375, 4.790], [2.213, -0.421, 5.275], [3.275, -2.627, 4.417], [-2.186, 0.996, -0.679], [0.531, 0.601, -1.550], [-2.609, 1.461, -4.409], [-1.315, 1.138, -4.845], [-2.883, 1.430, -3.025], [-0.326, 0.819, -3.908], [-1.507, 0.158, 1.633], [-0.559, -0.401, 2.515], [-1.884, 1.093, -2.127], [-0.566, 0.839, -2.513], [-1.155, 0.497, 0.279], [0.161, 0.290, -0.177], [1.112, -0.220, 0.787], [0.757, -0.570, 2.091], [2.466, -0.534, 0.634], [3.044, -0.955, 1.888], [1.895, -1.065, 2.719], [2.017, -1.578, 4.385], [2.852, -3.412, 4.786], [-3.372, 1.801, -5.098], [-1.124, 1.208, -5.917], [-3.848, 1.727, -2.664], [0.655, 0.551, -4.308], [-2.522, 0.298, 1.979], [-0.834, -0.730, 3.506], [2.984, 0.033, -0.045], [3.521, -1.861, 1.825]], "forces_ev_per_a": [[0.011, -0.019, 0.693], [1.104, 0.144, -0.230], [1.980, 1.009, -1.884], [0.745, -2.246, -2.520], [-0.923, 1.930, -0.845], [-1.071, 0.098, 0.263], [-0.361, -0.801, 0.030], [0.526, 0.098, 1.262], [-0.608, 0.189, 0.541], [0.337, 0.112, -1.411], [0.422, 0.044, -0.235], [0.884, 0.111, -1.471], [0.234, 0.063, -0.315], [1.104, -0.103, 0.720], [-0.739, 0.168, -2.250], [-0.258, -0.579, 1.728], [0.755, -0.460, 2.207], [0.203, 0.091, -0.990], [-1.514, 0.386, -0.449], [-0.738, -0.134, -1.145], [1.139, 1.198, -0.209], [-0.015, -1.889, 2.576], [-2.316, 1.479, 2.562], [-0.073, -0.443, 0.042], [0.057, -0.177, -0.009], [0.284, -0.270, 0.360], [-0.253, -0.141, 0.229], [-0.152, 0.196, 0.438], [0.017, 0.046, -0.167], [-0.151, 0.144, 0.063], [0.187, -0.265, 0.910], [-0.820, 0.022, -0.493]], "nbo_charge": [-0.53, -0.55, -0.91, -0.85, -0.85, 0.54, 0.50, -0.18, -0.20, -0.16, -0.18, -0.16, -0.23, -0.14, -0.06, -0.13, -0.13, 0.25, 0.10, -0.47, -0.27, -0.50, 2.38, 0.52, 0.22, 0.22, 0.24, 0.23, 0.24, 0.24, 0.43, 0.36], "de_lowest_kj_mol": 0.0, "smiles": "O=c1c2ccccc2c(=O)c2c1ccc1c2[nH][nH]n1S(=O)(=O)O", "total_charge": 0}

=====

{"formula": "H16O8", "method": "wB97M-V/def2-TZVPD", "elements": ["O", "H", "H", "O", "H", "H", "O", "H", "H", "O", "H", "H", "O", "H", "H", "O", "H", "H", "O", "H", "H", "O", "H", "H"], "coordinates": [[-2.141, -0.300, 1.292], [-1.426, -0.061, 0.668], [-1.720, -0.878, 1.936], [0.830, -2.389, 1.099], [-0.079, -2.740, 1.048], [1.382, -3.127, 1.373], [2.215, 3.125, -0.420], [2.129, 3.137, 0.539], [1.455, 3.624, -0.747], [-1.775, -3.101, 0.192], [-2.275, -2.271, 0.206], [-1.267, -3.087, -0.629], [1.485, 0.798, 2.759], [1.198, -0.077, 3.041], [2.079, 1.104, 3.452], [-0.526, 2.892, -2.123], [-0.198, 2.077, -1.720], [-0.565, 2.690, -3.063], [-0.512, -0.434, -3.225], [-0.774, -0.327, -2.302], [-1.300, -0.754, -3.677], [0.275, 0.147, -0.105], [1.003, 0.703, 0.205], [0.506, -0.749, 0.199]], "forces_ev_per_a": [[-0.047, -0.300, -0.468], [-0.050, 0.234, 0.475], [0.043, 0.132, 0.082], [-0.285, -0.049, 0.177], [0.059, -0.081, -0.027], [0.046, 0.086, -0.071], [-0.174, -0.076, 0.117], [0.005, 0.064, -0.037], [0.032, -0.105, -0.071], [0.269, 0.034, -0.065], [0.003, 0.076, 0.101], [-0.231, -0.022, -0.029], [0.054, 0.026, -0.004], [0.014, 0.015, -0.086], [-0.027, -0.029, -0.023], [0.080, -0.060, 0.116], [-0.016, 0.016, -0.059], [0.042, -0.025, 0.037], [-0.133, -0.054, 0.050], [0.154, 0.058, 0.010], [0.032, 0.059, 0.018], [-0.084, -0.219, -0.188], [-0.113, 0.038, 0.027], [0.325, 0.182, -0.083]], "nbo_charge": [-0.97, 0.50, 0.46, -1.00, 0.50, 0.49, -0.95, 0.47, 0.49, -0.96, 0.50, 0.48, -0.95, 0.48, 0.47, -0.96, 0.48, 0.48, -0.95, 0.48, 0.47, -1.01, 0.51, 0.50], "de_lowest_kj_mol": 161.2, "smiles": "O.O.O.O.O.O.O.O", "total_charge": 0}

=====

{"formula": "C3H5N3O", "method": "wB97M-V/def2-TZVPD", "elements": ["C", "C", "C", "N", "N", "N", "O", "H", "H", "H", "H", "H"], "coordinates": [[-1.644, 1.936, 1.469], [0.495, -0.825, -0.336], [1.503, -1.614, -1.020], [-2.634, 3.696, 2.774], [-2.189, 2.901, 2.167], [-1.176, 1.097, 0.850], [1.663, -1.740, -2.245], [-0.065, -0.169, -0.999], [0.950, -0.287, 0.496], [-0.192, -1.538, 0.141], [2.219, -2.191, -0.420], [1.071, -1.265, -2.875]], "forces_ev_per_a": [[0.205, -0.432, -0.385], [-0.206, -0.026, -0.325], [0.225, -0.175, 0.955], [-0.142, 0.232, 0.118], [-0.448, 0.778, 0.678], [-0.057, -0.081, -0.036], [0.185, -0.156, -1.014], [0.072, -0.048, -0.004], [0.182, 0.000, -0.086], [0.014, -0.093, -0.050], [-0.070, 0.031, -0.276], [0.042, -0.031, 0.425]], "nbo_charge": [0.34, -0.76, 0.58, 0.57, 0.08, 0.02, -0.48, 0.26, 0.29, 0.32, 0.23, 0.55], "de_lowest_kj_mol": 0.0, "total_charge": 2}

=====

{"formula": "C11H24AuFN3OV", "method": "wB97M-V/def2-TZVPD", "elements": ["N", "C", "O", "Au", "V", "N", "N", "C", "C", "C", "C", "C", "C", "C", "C", "H", "H", "H", "H", "H", "H", "H", "H", "H", "H", "H", "H", "H", "H", "H", "H", "H", "H", "C", "H", "H", "H", "C", "H", "H", "H", "F"], "coordinates": [[0.717, -1.856, 0.540], [2.973, -3.585, 1.393], [3.310, -4.658, 1.164], [0.590, -3.761, -0.049], [-0.693, -1.050, 0.823], [-1.544, -0.820, -0.843], [-0.005, 0.631, 1.306], [-1.047, -0.286, -2.114], [1.377, 1.060, 1.547], [-1.926, -0.642, -3.321], [-0.938, 1.228, -1.959], [0.340, -0.830, -2.400], [1.965, 0.235, 2.684], [1.448, 2.542, 1.908], [2.224, 0.787, 0.316], [-2.160, -1.717, -3.333], [-1.380, -0.384, -4.244], [-2.857, -0.065, -3.313], [-1.941, 1.658, -1.843], [-0.472, 1.665, -2.854], [-0.336, 1.477, -1.070], [1.056, -0.611, -1.607], [0.727, -0.391, -3.328], [0.341, -1.917, -2.518], [1.362, 0.336, 3.592], [2.980, 0.587, 2.898], [2.003, -0.821, 2.399], [1.001, 2.743, 2.889], [0.950, 3.169, 1.159], [2.502, 2.840, 1.951], [3.242, 1.146, 0.513], [1.846, 1.317, -0.565], [2.266, -0.288, 0.110], [-2.979, -0.925, -0.676], [-3.210, -1.707, 0.066], [-3.451, 0.006, -0.312], [-3.455, -1.152, -1.644], [-1.061, 1.338, 2.010], [-1.988, 0.748, 1.977], [-0.851, 1.496, 3.082], [-1.275, 2.317, 1.547], [-1.652, -1.858, 2.121]], "forces_ev_per_a": [[-2.413, 1.244, -0.091], [1.205, -2.797, -0.370], [-0.811, 2.595, 0.551], [0.035, -0.401, 0.012], [1.157, -2.176, 1.363], [-0.021, 1.430, -0.209], [0.104, -0.194, 0.777], [0.500, -1.456, -0.642], [-0.035, 1.060, -1.135], [-0.522, 0.245, -0.088], [-0.337, 1.311, 0.512], [1.050, -0.179, 0.128], [-0.118, -0.892, 1.026], [-0.132, 0.331, 0.294], [0.440, -0.229, -0.537], [0.121, 0.300, -0.094], [-0.250, -0.136, 0.469], [0.117, -0.167, -0.174], [0.230, 0.068, -0.049], [-0.202, -0.311, 0.221], [-0.151, -0.117, -0.434], [-0.137, 0.132, -0.123], [-0.192, -0.111, 0.255], [-0.209, 0.010, -0.113], [0.136, -0.004, -0.011], [-0.248, 0.082, -0.131], [0.037, 0.205, 0.057], [0.163, 0.053, -0.212], [0.106, -0.099, 0.075], [-0.285, -0.080, 0.019], [-0.256, -0.123, -0.062], [0.067, -0.021, 0.147], [0.148, 0.404, 0.005], [-0.454, -0.805, -0.392], [-0.016, 0.265, -0.176], [0.383, 0.090, -0.054], [0.074, -0.016, 0.520], [-0.457, -0.303, 0.366], [0.027, 0.125, -0.121], [0.264, 0.061, -0.405], [0.248, -0.169, 0.047], [0.636, 0.772, -1.221]], "mulliken_charge": [-0.25, 0.18, -0.18, 0.32, 1.04, 0.42, 0.88, 1.50, 0.90, -2.00, -1.29, -1.67, -1.36, -1.67, -1.50, 0.50, 0.42, 0.49, 0.38, 0.41, 0.18, 0.31, 0.49, 0.32, 0.36, 0.45, 0.23, 0.44, 0.41, 0.44, 0.59, 0.32, 0.27, -1.06, 0.41, 0.37, 0.43, -0.98, 0.28, 0.40, 0.39, -0.57], "e_tot_ha": -1851.82463, "total_charge": 2}